1.
Molecular formula: C2H4F2N4
Method: DFT, wB97M-V/def2-TZVPD

Each atom is followed by the atoms it is bonded to, with distances in Å.
Geometry (Å):
1 H 0.284 3.251 0.958  N2 1.063
2 N 0.041 2.882 -0.008  H1 1.063, N3 1.245
3 N 0.611 1.778 -0.088  N2 1.245, N4 1.170
4 N 0.721 0.693 -0.511  N3 1.170, N5 1.257
5 N 1.479 0.033 -1.266  N4 1.257, H6 1.008
6 H 1.088 -0.869 -1.491  N5 1.008
7 F -1.111 -2.170 -1.107  C8 1.335
8 C -0.425 -1.713 -0.057  F7 1.335, C9 1.349, H11 1.038
9 C -0.987 -0.884 0.848  C8 1.349, F10 1.332, H12 1.085
10 F -0.224 -0.357 1.803  C9 1.332
11 H 0.526 -2.127 -0.027  C8 1.038
12 H -2.003 -0.517 0.947  C9 1.085

The calculation puts the relative energy (zero: lowest compared OMol25 entry of this formula, charge and spin) at 306.6 kJ/mol. Its HOMO-LUMO gap is 9.7 eV. The value obtained for the HOMO energy is -9.1 eV. The SMILES is [H]/N=N/N=N/[H].F/C=C/F.

2.
Molecular formula: C2H4F2O
Method: DFT, wB97M-V/def2-TZVPD

Each atom is followed by the atoms it is bonded to, with distances in Å.
Geometry (Å):
1 C 0.931 -0.540 -0.148  H6 1.071, H7 1.069, H8 1.070
2 C -1.723 0.028 0.039  O3 1.313, F4 1.355, F5 1.358
3 O -1.954 1.260 0.427  C2 1.313, H9 0.975
4 F -2.196 -0.947 0.853  C2 1.355
5 F -2.134 -0.280 -1.218  C2 1.358
6 H 0.822 -1.270 -0.923  C1 1.071
7 H 1.204 0.465 -0.390  C1 1.069
8 H 0.994 -0.859 0.872  C1 1.070
9 H -2.893 1.519 0.368  O3 0.975

The calculation puts the relative energy (zero: lowest compared OMol25 entry of this formula, charge and spin) at 354.2 kJ/mol. Its HOMO-LUMO gap (spin up / spin down) is 8.9 / 9.5 eV. The value obtained for the HOMO energy (spin up / spin down) is -8.9 / -9.2 eV.

3.
Molecular formula: C2H4F2O2S
Method: DFT, wB97M-V/def2-TZVPD

Each atom is followed by the atoms it is bonded to, with distances in Å.
Geometry (Å):
1 O -1.365 -1.295 -0.689  C2 1.359, H6 0.965
2 C -1.341 -0.479 0.397  O1 1.359, C3 1.324, H7 1.082
3 C -0.331 -0.471 1.253  C2 1.324, F4 1.334, F5 1.328
4 F -0.283 0.346 2.307  C3 1.334
5 F 0.761 -1.226 1.212  C3 1.328
6 H -2.249 -1.314 -1.073  O1 0.965
7 H -2.158 0.211 0.565  C2 1.082
8 O 1.661 1.336 -0.252  S9 1.678, H10 0.964
9 S 2.077 0.710 -1.752  O8 1.678, H11 1.336
10 H 2.132 0.819 0.412  O8 0.964
11 H 1.097 1.364 -2.380  S9 1.336

The calculation puts the relative energy (zero: lowest compared OMol25 entry of this formula, charge and spin) at 13.3 kJ/mol. Its HOMO-LUMO gap is 9.2 eV. The value obtained for the HOMO energy is -8.7 eV. The SMILES is OC=C(F)F.OS.

4.
Molecular formula: C2H4F2OS
Method: DFT, wB97M-V/def2-TZVPD

Each atom is followed by the atoms it is bonded to, with distances in Å.
Geometry (Å):
1 C -2.125 0.367 -0.657  F4 1.308, H7 1.064, H8 1.140
2 C 1.505 -0.797 -0.564  F5 1.343, S6 1.915, H9 1.140, H10 1.199
3 O -0.458 -2.228 0.616  S6 1.443
4 F -2.980 -0.207 0.148  C1 1.308
5 F 1.184 0.380 -0.004  C2 1.343
6 S -0.111 -1.811 -0.721  C2 1.915, O3 1.443
7 H -1.560 1.137 -0.190  C1 1.064
8 H -2.437 0.368 -1.753  C1 1.140
9 H 1.929 -0.566 -1.597  C2 1.140
10 H 2.321 -1.362 0.108  C2 1.199

The calculation puts the relative energy (zero: lowest compared OMol25 entry of this formula, charge and spin) at 341.2 kJ/mol. Its HOMO-LUMO gap (spin up / spin down) is 7.5 / 9.4 eV. The value obtained for the HOMO energy (spin up / spin down) is -8.4 / -8.9 eV.

Repeat the fourth record exactly.
Molecular formula: C2H4F2OS
Method: DFT, wB97M-V/def2-TZVPD

Each atom is followed by the atoms it is bonded to, with distances in Å.
Geometry (Å):
1 C -2.125 0.367 -0.657  F4 1.308, H7 1.064, H8 1.140
2 C 1.505 -0.797 -0.564  F5 1.343, S6 1.915, H9 1.140, H10 1.199
3 O -0.458 -2.228 0.616  S6 1.443
4 F -2.980 -0.207 0.148  C1 1.308
5 F 1.184 0.380 -0.004  C2 1.343
6 S -0.111 -1.811 -0.721  C2 1.915, O3 1.443
7 H -1.560 1.137 -0.190  C1 1.064
8 H -2.437 0.368 -1.753  C1 1.140
9 H 1.929 -0.566 -1.597  C2 1.140
10 H 2.321 -1.362 0.108  C2 1.199

The calculation puts the relative energy (zero: lowest compared OMol25 entry of this formula, charge and spin) at 341.2 kJ/mol. Its HOMO-LUMO gap (spin up / spin down) is 7.5 / 9.4 eV. The value obtained for the HOMO energy (spin up / spin down) is -8.4 / -8.9 eV.